This record from the Open Molecules 2025 dataset describes C35H34CaN7S3 as an isolated structure. The level of theory is wB97M-V/def2-TZVPD.

Structure (XYZ):
```
80
Properties=species:S:1:pos:R:3:lowdin_charge:R:1
Ca -0.150 0.295 0.492 1.103
C 1.411 5.038 3.353 -0.456
S 1.947 3.485 4.083 0.790
C 0.895 2.284 3.305 -1.153
S -0.445 2.684 2.356 0.569
N 1.317 1.090 3.668 -0.134
N 0.789 0.052 2.954 -0.069
C 0.634 -1.024 3.624 -0.115
C 0.241 -2.276 2.968 -0.266
C 0.102 -3.427 3.745 -0.031
C -0.234 -4.619 3.137 -0.074
C -0.417 -4.639 1.764 -0.058
C -0.261 -3.451 1.068 -0.125
N 0.057 -2.290 1.639 0.083
H 1.609 5.833 4.070 0.017
H 0.343 4.985 3.148 -0.026
H 1.943 5.226 2.422 0.024
H 0.815 -1.033 4.699 0.115
H 0.261 -3.366 4.813 0.107
H -0.344 -5.521 3.726 0.103
H -0.679 -5.545 1.237 0.099
H -0.392 -3.432 -0.002 0.079
S -0.342 4.420 -2.313 1.091
C -1.832 3.637 -2.708 -0.478
C -2.932 4.129 -3.405 -0.107
C -4.021 3.297 -3.577 -0.109
C -4.014 1.995 -3.062 -0.085
C -2.922 1.508 -2.374 0.000
C -1.816 2.337 -2.196 -0.294
N -0.654 1.980 -1.525 0.056
C 0.202 2.960 -1.511 -0.519
C 1.531 2.906 -0.864 -0.311
C 2.432 3.949 -1.095 -0.099
C 3.656 3.950 -0.451 -0.119
C 3.954 2.903 0.418 -0.110
C 3.040 1.876 0.616 -0.171
C 1.778 1.817 -0.008 -0.218
H -2.939 5.138 -3.794 0.099
H -4.892 3.659 -4.108 0.092
H -4.882 1.363 -3.193 0.098
H -2.915 0.516 -1.950 0.088
H 2.189 4.764 -1.771 0.068
H 4.365 4.753 -0.619 0.087
H 4.903 2.894 0.944 0.090
H 3.323 1.089 1.312 0.073
C -0.863 -3.240 -2.690 -0.083
C -2.104 -3.743 -2.323 -0.083
C -2.864 -3.048 -1.407 -0.030
C -2.394 -1.845 -0.859 -0.261
N -1.167 -1.399 -1.186 0.031
C -0.441 -2.072 -2.082 -0.150
C -3.209 -1.025 0.086 -0.265
C -4.594 -1.249 0.111 -0.081
C -5.399 -0.513 0.959 -0.123
C -4.806 0.441 1.779 -0.118
C -3.437 0.658 1.720 -0.161
C -2.559 -0.041 0.865 -0.178
H -0.228 -3.741 -3.408 0.095
H -2.472 -4.670 -2.745 0.101
H -3.822 -3.439 -1.096 0.097
H 0.539 -1.649 -2.285 0.078
H -5.064 -1.969 -0.549 0.085
H -6.471 -0.673 0.974 0.085
H -5.421 1.025 2.456 0.087
H -3.025 1.423 2.373 0.034
N 2.550 -0.631 -1.796 0.001
C 3.666 -1.331 -2.431 -0.284
C 4.418 -2.210 -1.428 -0.208
C 3.530 -2.880 -0.377 -0.286
N 3.268 -1.966 0.737 0.018
H 2.306 0.215 -2.299 0.072
H 2.821 -0.315 -0.868 0.021
H 4.385 -0.640 -2.893 0.100
H 3.273 -1.957 -3.242 0.097
H 5.145 -1.596 -0.888 0.105
H 4.985 -2.967 -1.978 0.097
H 4.005 -3.811 -0.044 0.097
H 2.570 -3.157 -0.819 0.100
H 3.899 -2.113 1.513 0.073
H 2.323 -2.059 1.086 0.029
```

LUMO level ... 0.0863 hartree
Kohn-Sham gap ... 6.655 eV
Charge ... -1


This record from the Open Molecules 2025 dataset describes one molecule with the formula C4H8O. The level of theory is wB97M-V/def2-TZVPD.

Structure (XYZ):
```
13
Properties=species:S:1:pos:R:3:nbo_charge:R:1
C -1.199 -1.229 -0.202 -0.411
C -0.514 -0.116 0.155 -0.017
C -1.004 1.332 0.029 -0.668
C 0.898 -0.348 0.535 -0.101
O 1.713 0.253 -0.409 -0.711
H -0.704 -2.182 -0.117 0.200
H -2.229 -1.153 -0.562 0.196
H -1.520 1.607 1.096 0.233
H -1.904 1.271 -0.788 0.221
H -0.151 2.012 -0.321 0.248
H 1.137 0.071 1.551 0.179
H 1.198 -1.414 0.623 0.164
H 1.383 -0.065 -1.308 0.467
```

SMILES string ... C=C(C)CO
LUMO level ... 0.0343 hartree
Kohn-Sham gap ... 10.481 eV
Energy relative to the best compared isomer or geometry (same formula, charge and spin) ... 156.88 kJ/mol


This record from the Open Molecules 2025 dataset describes C2H9N3O3 as an isolated structure. The level of theory is wB97M-V/def2-TZVPD.

Structure (XYZ):
```
17
Properties=species:S:1:pos:R:3:nbo_charge:R:1
C -0.001 0.248 -1.887 -0.159
N -1.730 -1.678 -0.404 -0.510
O -0.457 -1.073 -0.152 -0.452
H -1.767 -2.475 0.229 0.339
H -2.401 -0.988 -0.052 0.360
H 0.802 0.796 -2.369 0.179
H 0.044 -0.761 -2.284 0.201
H -0.983 0.700 -1.929 0.199
C -0.471 -0.120 1.012 0.924
N 1.721 1.520 -0.145 -0.528
N 0.521 -0.547 1.866 -0.882
O 0.342 1.247 -0.295 -0.479
O -1.522 0.375 1.355 -0.643
H 1.971 1.246 0.808 0.321
H 1.819 2.535 -0.140 0.341
H 1.468 -0.536 1.520 0.380
H 0.643 -0.491 2.866 0.410
```

LUMO level ... 0.0200 hartree
Kohn-Sham gap ... 9.542 eV
Energy relative to the best compared isomer or geometry (same formula, charge and spin) ... 523.00 kJ/mol


What is the LUMO level in the second record?
0.0343 hartree


Which formula does entry 3 have?
C2H9N3O3